Below is a cluster of 9 separate species, C67H151N8O in total in a non-equilibrium geometry, with properties calculated with the ωB97M-V functional and the def2-TZVPD basis.

XYZ file:
```
227
Properties=species:S:1:pos:R:3:forces:R:3
C -0.559502 -0.417211 0.981315 -0.67 1.33 1.61
C 0.854738 -0.036691 0.511795 0.84 1.81 -1.52
C 0.929578 -0.003841 -1.029625 -1.50 -1.59 0.17
O 1.379388 1.157909 0.881825 -0.62 -0.05 1.55
H -1.036722 -1.362701 0.723625 0.22 -0.10 -0.59
H -1.254882 0.420719 0.932175 -0.33 0.19 -1.04
H -0.516902 -0.415091 2.070475 0.44 -0.48 0.45
H 1.387448 -0.905581 0.898245 1.07 -0.71 -0.03
H 0.096668 0.567539 -1.439355 0.04 0.56 0.17
H 0.623018 -1.023771 -1.261725 0.49 -0.63 -1.08
H 1.859078 0.330419 -1.490495 0.05 -0.28 0.41
C -3.852042 -7.510221 -1.088205 -0.07 0.84 -0.52
C -4.772202 -6.372251 -1.636475 -0.22 -0.84 -0.69
C -6.220512 -6.876111 -1.932055 0.05 0.73 1.53
N -7.213062 -5.693981 -2.044855 -1.03 -1.32 0.34
C -8.626652 -6.261381 -2.362405 0.31 1.34 -0.56
C -6.772992 -4.707001 -3.090775 1.49 2.53 0.63
C -6.151432 -3.439501 -2.281605 -1.24 -1.39 -0.06
C -6.975232 -3.515911 -1.008105 -0.78 1.43 0.12
C -7.337972 -4.935291 -0.661545 1.55 -0.08 0.00
H -4.190472 -8.434621 -1.556225 -0.09 -0.36 0.84
H -3.748862 -7.440711 -0.005335 -0.75 -0.73 0.04
H -2.804932 -7.453211 -1.385535 -0.08 0.57 -0.50
H -4.409212 -6.071411 -2.619235 0.33 0.29 0.13
H -4.800852 -5.495931 -0.988915 0.15 -0.16 0.00
H -6.662692 -7.426721 -1.101745 0.35 -0.20 0.14
H -6.265092 -7.542551 -2.793435 -0.15 0.46 -0.28
H -8.974162 -7.029951 -1.672035 0.52 0.10 0.04
H -8.713342 -6.569731 -3.404285 0.54 -0.40 0.13
H -9.282852 -5.392271 -2.316075 -0.10 -0.07 0.32
H -7.615842 -4.366131 -3.692035 -0.01 -0.23 0.18
H -5.950952 -5.035481 -3.726725 -0.54 -0.81 0.02
H -6.292632 -2.464181 -2.747355 -0.21 -0.31 -0.38
H -5.088682 -3.498741 -2.046695 -0.02 -0.52 -0.31
H -7.943412 -3.037621 -1.156335 0.05 0.42 -0.33
H -6.490692 -2.901761 -0.249075 -0.06 -0.53 0.47
H -8.300852 -4.984911 -0.153135 -0.28 -0.42 -0.84
H -6.643642 -5.353471 0.067255 0.19 -0.40 -0.44
C 5.934348 -11.437311 -0.324055 -3.06 0.33 0.36
C 6.440238 -10.177461 -0.974355 1.36 0.78 1.18
C 5.397638 -9.069651 -1.350385 1.47 0.64 -0.76
N 6.088148 -7.698271 -1.893775 0.91 -1.33 -0.21
C 6.532888 -7.916891 -3.389135 0.81 0.07 1.61
C 7.335608 -7.351371 -1.004625 0.03 -0.37 -1.35
C 7.676188 -5.866771 -1.322125 -0.30 -0.93 1.63
C 6.262338 -5.237771 -1.485935 1.18 -0.66 0.63
C 5.312548 -6.442381 -1.648565 -1.51 0.21 -0.39
H 5.005498 -11.545981 -0.884015 -0.07 -1.76 -0.07
H 5.542638 -11.255521 0.676745 0.14 0.33 0.23
H 6.581478 -12.302991 -0.182955 0.07 0.25 -0.92
H 7.126478 -10.565491 -1.727095 -0.03 0.95 -0.49
H 6.978888 -9.790291 -0.109455 0.83 0.70 -0.63
H 4.875298 -8.768181 -0.442435 -0.25 -0.08 -0.23
H 4.755238 -9.299651 -2.200405 -0.29 -0.33 0.44
H 7.239018 -8.744981 -3.327775 0.47 0.44 0.04
H 6.983048 -6.966571 -3.676105 0.17 -0.33 -0.19
H 5.859028 -8.277921 -4.166095 -1.07 0.49 0.76
H 8.083998 -8.134861 -1.123655 0.15 0.38 -0.46
H 6.995618 -7.491631 0.021435 -0.26 0.39 -0.01
H 8.450878 -5.623241 -2.049215 -0.47 -0.53 -0.46
H 8.099418 -5.509411 -0.383365 0.13 0.20 -0.04
H 6.329368 -4.450501 -2.236825 -0.75 -0.30 -0.12
H 6.036028 -4.815751 -0.506765 -0.22 0.43 -0.34
H 4.502788 -6.262361 -2.355665 0.34 -0.31 -0.53
H 4.752918 -6.650051 -0.736535 0.31 0.23 0.28
C -3.756602 -0.495401 -9.341555 0.90 -0.28 -0.82
C -4.872932 -1.312801 -10.058525 0.65 0.01 1.65
C -4.368202 -2.465851 -10.949105 -1.03 -0.74 -0.67
N -5.459492 -3.223661 -11.765015 -1.11 0.72 -0.93
C -4.760762 -4.155221 -12.838885 -0.13 1.83 3.15
C -6.431942 -4.092791 -10.828355 0.94 1.08 -0.76
C -7.820872 -3.712051 -11.313825 -1.21 -1.49 -0.63
C -7.778032 -2.393501 -12.021625 0.20 2.49 -0.05
C -6.421132 -2.268141 -12.645595 1.56 -1.77 0.23
H -3.469092 0.382139 -9.920675 0.14 -0.11 -0.06
H -2.879002 -1.128761 -9.211995 0.23 0.07 -0.07
H -3.981192 -0.141581 -8.335345 -0.61 -0.15 -0.17
H -5.537492 -0.551281 -10.466645 -0.28 -0.67 -0.48
H -5.301482 -1.772741 -9.168075 -0.95 -0.20 -0.42
H -4.003422 -3.316651 -10.373635 0.41 0.44 0.53
H -3.578792 -2.224771 -11.661005 -0.16 0.40 -0.03
H -4.102272 -3.469321 -13.371835 -0.37 -0.35 -0.59
H -5.579342 -4.641101 -13.369895 0.68 -0.29 -0.03
H -4.140492 -4.688561 -12.118535 0.04 -1.13 -0.93
H -6.114522 -5.133831 -10.888135 -0.29 -0.02 -0.64
H -6.253222 -3.874221 -9.775555 0.06 0.75 -0.16
H -8.219362 -4.400101 -12.059405 0.69 -0.51 -0.34
H -8.629662 -3.873571 -10.601175 0.37 0.70 0.64
H -8.494922 -2.225231 -12.825265 -0.31 -0.60 0.13
H -7.899912 -1.485811 -11.430565 -0.22 -0.30 0.74
H -6.392232 -2.741251 -13.627145 -0.09 0.06 0.04
H -5.951482 -1.293301 -12.776825 -0.20 0.02 0.49
C -4.602132 8.814649 8.167165 0.50 -0.43 0.62
C -3.867392 7.769449 7.288705 -0.40 1.53 1.10
C -3.826002 8.237719 5.890975 1.35 -0.14 -1.77
N -3.212522 7.122999 4.936815 -2.57 0.00 -0.80
C -2.146112 6.266489 5.550655 0.13 0.91 -0.17
C -2.696382 7.682719 3.582295 0.89 0.05 1.48
C -3.009472 6.588849 2.585075 0.45 0.51 -0.42
C -4.373612 6.125649 2.945175 -0.80 0.03 1.41
C -4.443362 6.242539 4.499015 0.63 0.24 0.12
H -5.685432 8.761629 8.058795 0.09 0.50 -0.44
H -4.143432 9.799739 8.081825 -0.50 0.18 -0.39
H -4.444002 8.575409 9.218765 0.10 -0.27 0.02
H -4.475132 6.870419 7.391145 0.74 -0.48 0.00
H -2.829752 7.793649 7.621595 -0.15 -1.03 0.45
H -3.140512 9.056379 5.671925 0.01 0.29 0.74
H -4.807082 8.573579 5.555125 0.07 -0.47 -0.55
H -1.747152 5.627859 4.762565 0.05 0.12 0.10
H -2.464302 5.645469 6.388025 -0.36 0.32 -0.15
H -1.412632 7.000849 5.883555 0.35 -0.43 0.10
H -1.649442 7.976529 3.657795 0.38 -0.78 0.35
H -3.075152 8.697249 3.458365 -1.20 -0.41 -0.46
H -2.423912 5.670909 2.636015 1.01 0.64 0.02
H -2.964982 7.030289 1.589455 0.10 -0.38 -0.11
H -4.480222 5.067449 2.706515 -0.65 0.35 -0.53
H -5.061652 6.841839 2.495995 -0.62 -0.69 0.03
H -4.357862 5.332109 5.092245 0.11 -0.26 -0.52
H -5.362572 6.707399 4.855465 0.21 0.19 -0.20
C 3.966378 2.958839 11.070005 0.16 -0.32 0.42
C 3.844308 2.153039 9.760385 0.69 1.19 -0.81
C 4.872758 1.021929 9.690215 -0.56 0.06 0.19
N 5.021548 0.156929 8.424935 1.66 -0.56 -1.05
C 3.691908 -0.602881 8.038835 2.01 2.07 1.38
C 5.652028 1.022059 7.222585 -0.80 -0.55 0.28
C 6.993658 0.366319 6.838005 -0.47 1.40 0.34
C 6.964448 -0.994271 7.343125 -0.29 -2.38 1.47
C 6.193068 -0.898671 8.666435 -0.55 0.47 -0.30
H 3.004028 3.416569 11.299075 0.04 -0.30 0.27
H 4.666218 3.794379 11.056135 0.18 -0.14 -0.49
H 4.328408 2.324339 11.878985 -0.45 -0.01 0.30
H 4.198078 2.885639 9.034965 -0.65 -0.05 -0.68
H 2.790528 1.927739 9.596375 0.24 -0.46 -0.18
H 4.674968 0.389449 10.555635 0.41 -0.50 -0.21
H 5.825358 1.541739 9.792435 0.21 -0.46 0.18
H 3.494558 -1.058501 9.009175 -0.69 -0.33 -0.43
H 3.841258 -1.305341 7.218865 0.08 0.26 0.15
H 3.057068 0.258019 7.829235 -0.56 -0.67 -0.22
H 4.883218 1.024199 6.449905 0.18 0.01 -0.07
H 5.825798 2.041409 7.567315 -0.34 -0.13 0.12
H 7.316118 0.427959 5.798625 -0.24 0.45 0.13
H 7.725978 0.783129 7.529435 0.31 0.82 -0.63
H 6.524368 -1.809091 6.768225 -0.10 0.34 -0.52
H 7.997388 -1.278681 7.543735 -0.10 -0.44 0.14
H 5.792128 -1.877401 8.929945 -0.26 0.33 0.35
H 6.790988 -0.480531 9.476215 -0.03 -0.12 -0.05
C 8.788578 4.201039 -0.218715 0.26 0.26 -0.40
C 8.325468 5.696989 -0.327225 0.76 -0.60 0.47
C 7.092678 5.914749 0.524915 0.69 0.48 -0.84
N 6.578908 7.398149 0.498575 0.25 -0.43 -1.79
C 5.644278 7.507479 -0.743105 -0.32 -0.77 1.48
C 7.592478 8.598429 0.468675 -0.90 -0.25 1.39
C 7.906008 8.895129 1.980595 -0.01 -0.81 0.50
C 6.755998 8.180339 2.803175 0.91 1.47 -0.29
C 5.851278 7.644059 1.733595 -2.54 -0.25 1.21
H 8.001108 3.447929 -0.247335 -0.47 0.36 0.00
H 9.379658 3.961989 0.665355 -0.07 0.43 0.16
H 9.422028 3.935089 -1.064945 0.08 0.25 -0.02
H 8.201038 5.982199 -1.371855 -0.44 -0.19 -0.07
H 9.108188 6.370669 0.021515 0.30 -0.25 0.15
H 7.276438 5.583669 1.547035 -0.01 0.48 0.08
H 6.334498 5.258289 0.097925 -0.52 0.46 0.30
H 4.939788 6.687449 -0.604025 0.21 -0.27 -0.38
H 6.192988 7.412839 -1.680165 0.04 0.15 0.32
H 4.977628 8.367279 -0.676745 0.76 0.49 -0.04
H 6.937948 9.426419 0.196445 0.03 -0.08 -0.37
H 8.334828 8.484749 -0.321325 0.18 -0.24 0.51
H 7.924678 9.967919 2.172635 -0.14 -0.06 -0.30
H 8.811328 8.512439 2.451805 0.40 -0.05 -0.92
H 6.241118 8.917299 3.419525 -0.22 0.00 -0.21
H 7.186208 7.509869 3.547145 -0.11 -0.54 -0.54
H 5.023348 8.323239 1.530235 0.42 0.70 -0.23
H 5.240588 6.798039 2.048875 0.55 -0.65 -0.17
C 1.599288 7.143039 -8.010125 1.55 -0.71 0.68
C 2.339438 6.873179 -9.333595 -1.12 -0.74 -1.54
C 3.847168 7.207459 -9.498635 -1.12 -0.42 0.37
N 4.400898 6.919409 -10.857885 1.23 0.67 -2.25
C 4.247968 5.468849 -11.294765 -0.90 0.34 0.13
C 5.984598 7.254519 -10.990125 -0.64 -0.80 0.46
C 6.227138 8.183259 -12.175245 -1.39 0.12 0.53
C 4.849408 8.203949 -13.001065 0.31 -0.42 2.22
C 3.730838 7.860359 -11.916015 0.71 0.25 -0.46
H 1.943628 6.385049 -7.306575 -0.05 -0.12 0.23
H 0.514978 7.033129 -8.027255 0.17 0.25 -0.54
H 1.894468 8.076609 -7.531165 -0.25 0.27 -0.33
H 1.737608 7.317859 -10.126155 0.39 1.12 -0.15
H 2.130538 5.866979 -9.696945 0.36 -0.67 0.83
H 4.495058 6.596559 -8.870035 -0.24 0.44 0.64
H 3.849478 8.282999 -9.321725 1.04 -0.05 0.07
H 4.535918 4.739239 -10.537895 0.10 0.48 0.36
H 4.847048 5.236139 -12.175135 -0.16 0.50 -0.05
H 3.183798 5.353729 -11.500685 0.20 -0.33 -0.17
H 6.560248 6.351269 -11.192305 -0.69 -0.47 0.30
H 6.276368 7.566549 -9.987325 0.02 0.51 -0.26
H 7.111698 7.875579 -12.732905 -0.34 -0.17 -0.19
H 6.485458 9.145449 -11.733025 -0.39 0.35 -0.52
H 4.754668 7.407649 -13.739335 0.53 0.38 -0.28
H 4.798058 9.213419 -13.409025 -0.65 -0.35 -0.26
H 2.816728 7.395409 -12.285245 0.48 -0.60 -0.46
H 3.262058 8.718119 -11.433735 0.89 0.28 0.48
C -9.308472 -8.592791 11.454985 1.08 -0.10 -0.32
C -8.643392 -7.250181 11.703105 -0.76 1.98 0.33
C -8.176262 -6.514871 10.405895 -0.19 -0.63 -1.11
N -7.225372 -5.321821 10.442975 1.62 0.35 1.22
C -7.654982 -4.411221 11.715475 -0.57 0.13 -2.21
C -5.660412 -5.844171 10.562125 -1.66 1.96 1.81
C -4.963092 -5.300951 9.322995 0.10 -1.71 -0.66
C -5.660652 -3.992611 9.032385 0.30 -0.87 0.85
C -7.100342 -4.452011 9.102845 -0.32 1.24 1.57
H -9.957772 -8.906441 12.272375 0.00 0.29 -0.09
H -8.479092 -9.299201 11.419995 -0.33 -0.48 -0.38
H -9.855352 -8.573281 10.512305 -0.08 -0.26 0.08
H -7.962362 -7.294931 12.552985 0.52 -0.08 -0.38
H -9.423792 -6.567601 12.039485 -0.13 0.01 0.45
H -9.090252 -6.186151 9.911255 -0.08 0.42 0.14
H -7.781762 -7.205121 9.660225 0.53 -0.15 0.16
H -8.635352 -4.062761 11.390595 -0.03 0.14 0.07
H -7.022262 -3.530541 11.825745 0.31 -0.38 -0.25
H -7.833702 -4.885671 12.680385 0.69 -0.74 -0.46
H -5.296322 -5.283741 11.423195 0.01 0.18 0.07
H -5.708652 -6.855081 10.966885 0.20 -0.30 -1.11
H -3.880512 -5.260531 9.443375 -0.11 -0.02 0.11
H -5.211142 -6.012411 8.535345 0.44 0.01 -0.43
H -5.367812 -3.327021 9.844375 -0.48 0.38 0.04
H -5.482082 -3.457801 8.099545 0.25 -0.46 -0.10
H -7.620682 -3.497351 9.180075 -1.13 -0.61 0.25
H -7.366402 -4.989251 8.192525 -0.27 -0.39 0.51
```
Positions in Å, forces in eV/Å.

Properties
* spin multiplicity: 1
* E_LUMO: -8.30 eV
* total charge: +7
* relative energy (zero: lowest compared OMol25 entry of this formula, charge and spin): 110.0 kcal/mol
* energy: -85821.4032 eV
* gap between HOMO and LUMO: 4.24 eV